Record 1
A molecular structure, C27H24FIN6NiO7, computed with ωB97M-V/def2-TZVPD.

The charge is 0. For the frontier orbital gap, the calculation gives 5.654 eV. For the LUMO energy, the calculation gives -1.74 eV. The HOMO energy comes out at -7.40 eV. The calculation puts the strongest force on any atom at 0.99 eV/Å.

Geometry as XYZ:
```
67
Properties=species:S:1:pos:R:3:mulliken_charge:R:1
Ni 0.977 0.486 -0.297 0.05
O -0.579 3.260 1.950 -0.72
C 0.109 2.397 1.436 0.29
O 0.534 2.355 0.215 -0.76
C 0.605 1.214 2.272 0.52
C 0.637 1.097 3.649 -0.62
C 1.286 -0.005 4.194 -0.21
C 1.912 -0.933 3.367 -0.51
C 1.839 -0.748 1.997 0.67
N 1.155 0.276 1.511 0.56
C 2.568 -1.548 0.910 0.20
O 3.057 -2.635 1.225 -0.77
O 2.612 -0.960 -0.213 -0.69
H 0.179 1.870 4.250 0.52
H 1.330 -0.127 5.269 0.41
H 2.470 -1.776 3.747 0.53
F 1.790 -5.976 0.844 -0.35
C 1.641 -5.386 -0.364 0.47
C 1.060 -4.150 -0.436 -0.81
C 0.949 -3.498 -1.661 0.52
C 0.497 -2.093 -1.634 1.33
O 0.056 -1.617 -0.587 -0.65
C 0.655 -1.392 -2.883 -0.32
C 0.947 -2.109 -3.989 -0.20
N 1.267 -3.439 -4.037 0.15
C 1.358 -3.999 -5.368 -0.09
C 1.096 -5.423 -5.741 -0.58
C 2.490 -4.837 -5.877 -0.56
C 1.389 -4.126 -2.838 0.10
C 1.993 -5.385 -2.728 -0.21
C 2.145 -6.009 -1.504 -1.75
N 2.852 -7.250 -1.490 0.14
C 2.735 -8.161 -0.365 -0.70
C 3.432 -9.473 -0.764 -0.69
N 3.480 -9.520 -2.262 -0.14
C 4.447 -8.491 -2.791 -0.74
C 4.227 -7.218 -1.965 -0.65
C 0.523 0.112 -3.085 0.28
O 0.162 0.510 -4.186 -0.73
O 0.901 0.853 -2.122 -0.52
H 0.754 -3.642 0.466 0.62
H 0.938 -1.592 -4.939 0.48
H 0.969 -3.278 -6.071 0.46
H 0.526 -5.584 -6.644 0.29
H 0.901 -6.143 -4.962 0.18
H 2.863 -4.622 -6.867 0.33
H 3.249 -5.140 -5.170 0.15
H 2.387 -5.888 -3.595 0.66
H 1.678 -8.339 -0.162 0.50
H 3.197 -7.793 0.554 0.43
H 2.904 -10.354 -0.406 0.38
H 4.467 -9.520 -0.428 0.35
H 2.554 -9.244 -2.600 0.39
H 3.698 -10.452 -2.609 0.32
H 4.204 -8.355 -3.844 0.44
H 5.452 -8.901 -2.695 0.37
H 4.402 -6.339 -2.581 0.51
H 4.938 -7.168 -1.130 0.33
I -5.731 0.390 -1.513 0.06
C -3.780 0.904 -1.122 -0.63
C -3.186 2.134 -1.320 -0.28
N -1.908 1.992 -0.943 0.12
N -1.636 0.768 -0.506 0.03
C -2.760 0.083 -0.608 -0.38
H -3.577 3.063 -1.695 0.46
H -1.150 2.668 -0.871 0.17
H -2.791 -0.957 -0.333 0.53
```

---

Record 2
2 unconnected molecules or ions with the total composition C27H24FO9S2, computed with ωB97M-V/def2-TZVPD.

The charge is -1. For the frontier orbital gap, the calculation gives 6.897 eV. For the LUMO energy, the calculation gives 2.39 eV. The HOMO energy comes out at -4.51 eV. The calculation puts the strongest force on any atom at 4.22 eV/Å.

Geometry as XYZ:
```
63
Properties=species:S:1:pos:R:3:mulliken_charge:R:1
C 0.773 7.096 -0.865 -0.80
O -0.072 6.123 -1.515 -0.44
C -0.425 4.985 -0.861 0.61
C -1.197 4.037 -1.577 -0.69
C -1.362 2.763 -1.079 -0.69
C -0.774 2.428 0.152 0.79
C -0.951 1.146 0.776 -1.02
C -0.511 0.729 2.008 1.08
C -1.462 -0.131 2.751 -0.02
O -2.542 -0.467 2.306 -0.70
O -1.065 -0.554 3.983 -0.37
C -0.329 0.454 4.723 1.52
C -1.212 1.664 5.000 -1.34
C 0.147 -0.186 6.021 -1.80
O 0.870 0.789 3.990 -0.39
C 0.768 1.022 2.642 0.27
O 1.746 1.397 2.039 -0.63
C -0.345 3.459 0.991 -0.58
C -0.115 4.722 0.482 -0.47
H 1.134 7.730 -1.677 0.23
H 0.181 7.681 -0.154 0.30
H 1.610 6.614 -0.346 0.35
H -1.569 4.359 -2.541 0.39
H -1.891 2.004 -1.657 0.45
H -1.970 0.793 0.678 0.77
H -1.630 2.108 4.087 0.21
H -2.044 1.337 5.640 0.39
H -0.629 2.422 5.539 0.39
H 0.721 -1.087 5.787 0.42
H 0.786 0.531 6.551 0.37
H -0.715 -0.451 6.641 0.39
H -0.097 3.243 2.034 0.31
H 0.299 5.487 1.135 0.38
F 0.916 0.550 -1.576 -0.27
C 0.854 -0.403 -0.657 -0.16
S -0.706 -1.315 -0.324 1.80
C -1.688 -2.724 -0.858 0.24
C -1.818 -3.816 -0.009 -0.31
C -2.786 -4.770 -0.309 -0.70
C -3.642 -4.566 -1.403 -0.39
C -3.540 -3.408 -2.199 -0.74
C -2.564 -2.468 -1.911 -0.40
O -0.462 -1.715 1.068 -0.66
O -1.744 -0.350 -0.785 -0.76
S 1.840 -2.073 -1.354 1.21
C 2.827 -2.491 -2.876 0.13
C 2.229 -3.076 -3.992 -0.32
C 3.015 -3.325 -5.123 -0.52
C 4.382 -3.066 -5.099 -0.37
C 4.992 -2.694 -3.903 -0.53
C 4.215 -2.452 -2.763 -0.46
O 2.575 -2.534 -0.196 -0.68
O 0.639 -2.840 -1.807 -0.68
H -1.201 -3.890 0.882 0.47
H -2.831 -5.674 0.305 0.37
H -4.384 -5.321 -1.668 0.35
H -4.181 -3.226 -3.066 0.36
H -2.500 -1.523 -2.448 0.45
H 1.173 -3.333 -3.979 0.43
H 2.545 -3.728 -6.015 0.35
H 4.982 -3.192 -5.992 0.37
H 6.071 -2.591 -3.828 0.34
H 4.663 -2.234 -1.793 0.39
```

---

Record 3
A molecular structure, C27H24N5Re, computed with ωB97M-V/def2-TZVPD.

Its expectation value of S² is 3.78. The charge is +3. For the frontier orbital gap (spin up / spin down), the calculation gives 6.267 / 5.118 eV. For the LUMO energy (spin up / spin down), the calculation gives -10.94 / -11.99 eV. The spin multiplicity is 4. The HOMO energy (spin up / spin down) comes out at -17.21 / -17.10 eV. The calculation puts the strongest force on any atom at 1.46 eV/Å.

Geometry as XYZ:
```
57
Properties=species:S:1:pos:R:3:lowdin_spin:R:1
Re 0.681 -0.164 -0.093 2.38
C 2.254 0.863 3.249 0.00
C 1.707 -0.217 2.391 0.00
C 2.560 -0.955 1.533 0.01
C 2.129 -2.151 0.923 0.01
C 3.108 -3.085 0.313 0.00
C 0.764 -2.516 1.053 0.00
C -0.113 -1.810 1.910 0.02
C -1.447 -2.364 2.240 0.00
C 0.359 -0.625 2.522 0.02
H 2.518 0.413 4.212 0.00
H 1.527 1.646 3.459 0.00
H 3.160 1.307 2.844 0.00
H 3.615 -0.707 1.508 0.00
H 3.545 -3.667 1.130 0.00
H 3.936 -2.580 -0.177 0.00
H 2.647 -3.791 -0.372 0.00
H 0.439 -3.467 0.646 0.00
H -1.329 -3.010 3.117 0.00
H -1.853 -2.980 1.441 0.00
H -2.164 -1.594 2.514 0.00
H -0.281 -0.103 3.222 0.00
C 1.417 -2.714 -3.460 0.01
C 0.164 -3.167 -3.877 0.01
C -0.959 -2.617 -3.303 0.01
C -0.841 -1.621 -2.318 0.02
N 0.400 -1.226 -1.877 0.04
C 1.481 -1.753 -2.472 0.02
N -1.989 -1.060 -1.902 0.05
C -2.147 -0.025 -1.158 0.02
N -1.104 0.621 -0.501 0.15
C -1.563 1.860 -0.067 0.02
N -0.799 2.810 0.335 0.05
C 0.542 2.877 0.298 0.02
C 1.108 4.124 0.616 0.01
C 2.467 4.319 0.520 0.01
C 3.262 3.256 0.093 0.01
C 2.662 2.048 -0.198 0.02
N 1.343 1.825 -0.079 0.04
C -2.997 1.924 -0.272 0.01
C -3.931 2.903 0.019 0.00
C -5.246 2.676 -0.396 0.00
C -5.606 1.515 -1.077 0.00
C -4.670 0.522 -1.372 0.00
C -3.365 0.737 -0.963 0.01
H 2.326 -3.102 -3.890 0.00
H 0.083 -3.919 -4.650 0.00
H -1.953 -2.903 -3.606 0.00
H 2.448 -1.374 -2.155 0.01
H 0.435 4.915 0.905 0.00
H 2.909 5.278 0.751 0.00
H 4.330 3.363 -0.015 0.00
H 3.266 1.225 -0.565 0.01
H -3.653 3.807 0.540 0.00
H -5.999 3.423 -0.191 0.00
H -6.633 1.382 -1.388 0.00
H -4.950 -0.371 -1.907 0.00
```

---

Record 4
A molecular structure, C27H24N5ReS, computed with ωB97M-V/def2-TZVPD.

Its expectation value of S² is 0.80. The charge is +3. For the frontier orbital gap (spin up / spin down), the calculation gives 7.136 / 6.218 eV. For the LUMO energy (spin up / spin down), the calculation gives -9.29 / -10.34 eV. The spin multiplicity is 2. The HOMO energy (spin up / spin down) comes out at -16.43 / -16.55 eV. The calculation puts the strongest force on any atom at 0.42 eV/Å.

Geometry as XYZ:
```
58
Properties=species:S:1:pos:R:3:lowdin_spin:R:1
Re 0.296 -0.702 -0.371 0.08
C -2.564 0.064 -0.031 0.00
N -1.566 0.111 -1.142 0.00
C -2.028 -0.632 -2.357 0.00
C -1.360 -1.972 -2.467 0.00
C -1.868 -3.000 -3.227 0.00
C -1.123 -4.166 -3.377 0.00
C 0.119 -4.265 -2.767 0.00
C 0.573 -3.200 -2.018 0.00
N -0.155 -2.077 -1.853 0.00
C -1.272 1.559 -1.478 0.00
C -0.111 2.091 -0.656 0.00
C -0.075 3.348 -0.191 0.01
C 1.080 3.967 0.469 0.00
C 2.047 3.261 1.328 0.00
C 2.144 1.735 1.476 0.02
N 0.851 1.103 -0.550 0.04
C -2.329 -1.119 0.863 0.00
C -3.313 -1.769 1.568 0.00
C -2.953 -2.782 2.456 0.00
C -1.615 -3.099 2.624 0.00
C -0.671 -2.401 1.895 0.00
N -1.020 -1.446 1.014 0.00
H -3.586 0.090 -0.412 0.00
H -2.415 0.963 0.573 0.00
H -1.736 -0.063 -3.241 0.00
H -3.114 -0.720 -2.384 0.00
H -2.831 -2.894 -3.707 0.00
H -1.506 -4.982 -3.975 0.00
H 0.734 -5.147 -2.876 0.00
H 1.540 -3.215 -1.533 0.00
H -2.168 2.170 -1.363 0.00
H -0.967 1.603 -2.523 0.00
H -0.902 4.008 -0.421 0.00
H 1.436 4.887 0.014 0.00
H 3.014 3.755 1.391 0.00
H 3.077 1.499 1.991 0.00
H -4.351 -1.496 1.431 0.00
H -3.715 -3.308 3.016 0.00
H -1.299 -3.865 3.317 0.00
H 0.390 -2.584 2.004 0.00
S 0.956 4.412 2.349 0.00
C -0.594 3.820 2.987 0.00
C -0.980 2.564 3.225 0.00
C -0.055 1.575 2.789 0.00
C 0.974 1.308 2.230 0.00
C 2.183 1.088 0.052 0.04
C 3.292 1.689 -0.750 0.23
C 4.508 1.094 -0.711 0.01
C 4.653 -0.171 -0.087 0.30
C 3.501 -0.906 0.238 0.03
N 2.293 -0.388 0.200 0.19
H -1.183 4.686 3.276 0.00
H -1.920 2.359 3.719 0.00
H 3.121 2.617 -1.281 0.01
H 5.362 1.551 -1.195 0.00
H 5.620 -0.645 -0.001 0.01
H 3.578 -1.967 0.448 0.00
```